Version A
ORCA calculation (the ωB97M-V functional and the def2-TZVPD basis) on a single C3H4ClN3S molecule.

Positions of all 12 atoms, in Å:
C1 -1.37170 0.19132 -0.27507
C2 -0.05527 -0.29887 -0.21355
C3 1.08847 -0.11376 0.79094
N1 -1.57177 1.63159 -0.10453
N2 0.50872 1.97051 -0.99180
N3 -0.48409 2.09517 -0.45375
S1 -0.17753 -1.95001 -0.96711
Cl1 2.64269 -0.25159 -0.10356
H1 -2.15441 -0.32690 -0.77103
H2 1.07306 -1.00511 1.42362
H3 0.80590 0.72716 1.38090
H4 -0.30407 -2.66951 0.28494

Calculated values
Frontier orbital gap ... 8.51 eV

=====

Version B
ORCA calculation (the ωB97M-V functional and the def2-TZVPD basis) on a single C3H4ClN3S molecule.

Positions of all 12 atoms, in Å:
N1 -2.39549 0.23204 -0.04202
C1 -0.99178 0.29214 -0.05522
N2 -0.32440 1.42232 -0.09393
C2 0.99260 1.02057 0.00061
Cl1 2.35586 2.12972 -0.08340
C3 1.13963 -0.33955 0.02819
S1 2.56403 -1.37603 -0.19866
N3 -0.22074 -0.79392 -0.01236
H1 -2.79331 1.13230 -0.22361
H2 -2.72231 -0.50276 -0.64251
H3 2.86767 -1.45736 1.12889
H4 -0.47176 -1.75947 0.19403

Calculated values
Frontier orbital gap ... 9.02 eV
SMILES string ... Nc1nc(Cl)c(S)[nH]1

=====

Stability verdict: version B, ahead by 113.8 kcal/mol

=====

Version A
ORCA calculation (the ωB97M-V functional and the def2-TZVPD basis) on a single C21H25N3O5 molecule.

Positions of all 54 atoms, in Å:
C1 2.59196 1.57133 -2.30616
C2 1.45639 1.24014 -1.38217
C3 1.02031 -0.07015 -1.23324
C4 -0.06201 -0.35685 -0.41052
C5 -0.64962 -1.75513 -0.27999
O1 -1.69798 -1.96199 0.29831
N1 0.03957 -2.74091 -0.90792
C6 -0.61689 -3.98852 -1.24546
C7 -1.88369 -3.77568 -2.09686
C8 -2.33925 -5.00519 -2.88104
C9 -2.46812 -6.23145 -1.98827
C10 -3.67977 -4.68570 -3.55041
C11 -3.65647 -3.38900 -4.35542
C12 -3.11875 -2.23934 -3.50868
N2 -1.80132 -2.60087 -2.98380
C13 -0.66371 -2.27186 -3.64676
O2 0.34671 -2.96222 -3.67394
C14 -0.64560 -0.89999 -4.26613
C15 -1.18803 0.25840 -3.61416
C16 -1.01960 1.48063 -4.14930
C17 -0.31169 1.66548 -5.40358
O3 -0.10880 2.69742 -5.97778
O4 0.18836 0.48914 -5.98407
C18 0.02698 -0.71048 -5.41152
N3 -0.70006 0.58677 0.27534
C19 -0.27971 1.84061 0.14686
C20 0.78044 2.22905 -0.66710
C21 1.19778 3.67227 -0.76548
O5 0.15865 4.49335 -0.25716
H1 3.35229 2.17668 -1.81005
H2 3.06581 0.66241 -2.67417
H3 2.23927 2.13891 -3.17122
H4 1.51235 -0.83602 -1.82114
H5 0.86382 -2.52570 -1.43487
H6 0.11265 -4.60024 -1.77277
H7 -0.92656 -4.50053 -0.33410
H8 -2.67802 -3.50273 -1.39343
H9 -1.58414 -5.19558 -3.65480
H10 -3.13829 -6.02793 -1.14852
H11 -2.88587 -7.06630 -2.55324
H12 -1.50796 -6.55100 -1.58339
H13 -3.97202 -5.52206 -4.19079
H14 -4.44292 -4.60494 -2.76692
H15 -3.00742 -3.50649 -5.22984
H16 -4.65486 -3.14563 -4.72321
H17 -3.04984 -1.32618 -4.09433
H18 -3.77956 -2.05058 -2.65757
H19 -1.71235 0.13450 -2.67277
H20 -1.39167 2.37904 -3.67934
H21 0.51261 -1.50406 -5.96368
H22 -0.82211 2.59149 0.70624
H23 2.12199 3.82020 -0.19086
H24 1.42424 3.91933 -1.80778
H25 0.43828 5.41140 -0.31126

Calculated values
Frontier orbital gap ... 9.26 eV
SMILES string ... Cc1cc(C(=O)NC[C@@H]2[C@@H](C)CCCN2C(=O)c2ccc(=O)oc2)ncc1CO

=====

Version B
ORCA calculation (the ωB97M-V functional and the def2-TZVPD basis) on a single C21H25N3O5 molecule.

Positions of all 54 atoms, in Å:
C1 2.31550 -2.51591 2.69947
C2 1.40542 -1.39002 3.09466
C3 0.63869 -0.72566 2.15044
C4 -0.18815 0.31506 2.54549
C5 -0.93518 1.11784 1.50514
O1 -0.65448 2.27504 1.25144
N1 -1.88521 0.41865 0.84551
C6 -2.66233 0.97268 -0.24354
C7 -1.83901 1.53079 -1.40939
C8 -2.65800 1.68084 -2.69361
C9 -3.96141 2.43337 -2.45969
C10 -1.80514 2.41214 -3.73204
C11 -0.43834 1.76868 -3.92994
C12 0.26800 1.56852 -2.59394
N2 -0.59440 0.80096 -1.69192
C13 -0.55832 -0.55784 -1.66608
O2 -1.54267 -1.26275 -1.48719
C14 0.79600 -1.19560 -1.78669
C15 2.00428 -0.65695 -1.22408
C16 3.15395 -1.35013 -1.28682
C17 3.21586 -2.64974 -1.92918
O3 4.17917 -3.33893 -2.07535
O4 2.00440 -3.11218 -2.45398
C18 0.87152 -2.41047 -2.35369
N3 -0.29188 0.72311 3.80186
C19 0.43266 0.07788 4.71132
C20 1.29581 -0.96977 4.41899
C21 2.10147 -1.64387 5.49087
O5 1.78064 -1.08253 6.74965
H1 2.02703 -3.44674 3.19293
H2 2.28708 -2.68051 1.62356
H3 3.34926 -2.30792 2.98448
H4 0.67343 -1.02794 1.11219
H5 -2.00272 -0.55677 1.05837
H6 -3.32511 0.18535 -0.59072
H7 -3.26888 1.79784 0.13395
H8 -1.49776 2.52279 -1.10098
H9 -2.88307 0.67112 -3.05762
H10 -3.76920 3.40266 -1.99137
H11 -4.46579 2.61760 -3.40964
H12 -4.65085 1.88067 -1.82156
H13 -2.34335 2.45792 -4.68156
H14 -1.66943 3.44767 -3.39648
H15 -0.55336 0.79095 -4.41004
H16 0.18326 2.37938 -4.58862
H17 1.21541 1.06148 -2.74279
H18 0.47501 2.52997 -2.11605
H19 1.97088 0.30122 -0.71918
H20 4.07747 -0.98677 -0.86080
H21 0.02043 -2.92874 -2.77142
H22 0.32696 0.41118 5.73478
H23 1.89180 -2.72112 5.47843
H24 3.16989 -1.52028 5.26972
H25 2.31277 -1.51424 7.42271

Calculated values
Frontier orbital gap ... 9.25 eV
SMILES string ... Cc1cc(C(=O)NC[C@@H]2[C@@H](C)CCCN2C(=O)c2ccc(=O)oc2)ncc1CO

=====

Stability verdict: version A, ahead by 1.2 kcal/mol

=====

Version A
ORCA calculation (the ωB97M-V functional and the def2-TZVPD basis) on a single C4H6OS molecule.

Positions of all 12 atoms, in Å:
C1 -3.06987 0.00882 0.11044
C2 -1.91044 -0.29332 0.10320
C3 2.03654 0.07283 0.17350
C4 -0.51861 -0.44016 -0.08474
O1 0.39615 2.00100 -0.53216
S1 0.53476 0.98398 0.51607
H1 -4.10715 0.23467 0.25031
H2 2.99478 0.52813 0.21912
H3 1.97003 -0.35490 -0.82428
H4 2.08419 -0.83049 0.75245
H5 -0.20685 -1.25919 0.48347
H6 -0.20352 -0.65137 -1.16739

Calculated values
Frontier orbital gap ... 9.97 eV

=====

Version B
ORCA calculation (the ωB97M-V functional and the def2-TZVPD basis) on a single C4H6OS molecule.

Positions of all 12 atoms, in Å:
C1 -0.72913 1.42545 -0.08707
C2 -0.40574 0.13331 0.10078
C3 -1.05843 -1.00337 -0.52350
O1 0.53940 -0.25042 1.01833
C4 1.83917 -0.15054 0.84550
S1 2.61962 0.08348 -0.59320
H1 -1.46591 1.73382 -0.79085
H2 -0.17473 2.27785 0.30977
H3 -0.37249 -1.51270 -1.21852
H4 -1.23312 -1.74314 0.24979
H5 -1.92009 -0.74042 -1.10496
H6 2.36146 -0.25333 1.79393

Calculated values
Frontier orbital gap ... 9.25 eV
SMILES string ... C=C(C)OC=S

=====

Version C
ORCA calculation (the ωB97M-V functional and the def2-TZVPD basis) on a single C4H6OS molecule.

Positions of all 12 atoms, in Å:
C1 -1.81794 -0.40374 -0.56699
C2 -0.54409 -0.74543 0.06933
C3 0.64687 -0.45230 0.50025
C4 1.97326 0.28462 0.34554
O1 2.50232 -0.18688 -0.93594
S1 0.03279 -1.95295 1.32959
H1 -1.67981 0.22214 -1.47501
H2 -2.66883 -0.27206 0.19342
H3 -2.16443 -1.28315 -1.14506
H4 1.82548 1.30899 0.44245
H5 2.63924 0.02547 1.22582
H6 2.40120 0.61423 -1.39689

Calculated values
Frontier orbital gap ... 7.97 eV
SMILES string ... CC1=C(CO)S1

=====

Stability verdict: version B, ahead by 41.2 kcal/mol

=====

Version A
ORCA calculation (the ωB97M-V functional and the def2-TZVPD basis) on a single C4H6OS molecule.

Positions of all 12 atoms, in Å:
O1 -2.69092 1.56383 -1.11473
C1 -1.58816 2.13624 -0.18371
C2 -0.85116 0.88653 0.39008
C3 -0.39578 -0.38831 0.25482
C4 0.50925 -1.48955 0.69122
S1 2.33224 -1.20565 0.10494
H1 -2.17666 1.05986 -1.75122
H2 -0.74909 2.70967 -0.79707
H3 -1.77607 2.84447 0.75358
H4 0.51287 -1.44954 1.79457
H5 0.08364 -2.41221 0.39802
H6 2.27189 -2.84189 -0.07344

Calculated values
Frontier orbital gap ... 9.41 eV
SMILES string ... OCC#CCS

=====

Version B
ORCA calculation (the ωB97M-V functional and the def2-TZVPD basis) on 2 unconnected molecules or ions with the total composition C4H6OS.

Positions of all 12 atoms, in Å:
C1 -1.58632 1.04123 0.25547
C2 -1.35308 -0.07528 -0.07893
C3 1.93202 1.29661 0.15533
C4 -1.41166 -1.42207 -0.51489
O1 2.25499 -1.29924 0.24005
S1 2.56404 0.02177 0.83861
H1 -1.79462 1.97194 0.80842
H2 2.03964 2.18964 0.82609
H3 1.48200 1.55771 -0.77217
H4 -1.61272 -2.04055 0.30875
H5 -0.43876 -1.86492 -0.65356
H6 -2.07552 -1.37685 -1.41317

Calculated values
Frontier orbital gap ... 9.66 eV

=====

Stability verdict: version B, ahead by 32.9 kcal/mol

=====

Version A
ORCA calculation (the ωB97M-V functional and the def2-TZVPD basis) on a single C4H6OS molecule.

Positions of all 12 atoms, in Å:
C1 -1.56987 1.01252 0.06250
C2 -0.35441 0.75023 0.75364
C3 0.53095 -0.44036 0.48230
S1 2.30067 0.14711 0.25430
C4 0.32228 -1.36972 -0.78458
O1 0.45107 -0.99835 -1.94391
H1 -2.06156 0.28097 -0.81955
H2 -2.08132 1.92889 0.37197
H3 -0.09381 1.48450 1.66874
H4 0.68258 -1.12820 1.29389
H5 2.00610 0.83392 -0.90601
H6 -0.13269 -2.50150 -0.43328

Calculated values
Frontier orbital gap ... 9.73 eV
SMILES string ... C=C[C@H](S)C=O

=====

Version B
ORCA calculation (the ωB97M-V functional and the def2-TZVPD basis) on 2 unconnected molecules or ions with the total composition C4H6OS.

Positions of all 12 atoms, in Å:
C1 1.04899 -1.25197 -0.10085
C2 1.20814 -0.30244 -0.96460
S1 1.33090 1.42191 -0.48509
O1 1.54904 1.37578 1.22165
H1 1.04696 -2.31753 -0.35709
H2 0.34798 -1.11557 0.83221
H3 1.67316 -0.43340 -1.96572
H4 2.18168 0.65095 1.33569
C3 -3.27348 1.20204 -0.04344
C4 -2.07848 1.05420 -0.22117
H5 -4.29779 1.48441 -0.01604
H6 -1.14020 0.65074 -0.07683

Calculated values
Frontier orbital gap ... 9.26 eV
SMILES string ... C=CSO.C#C

=====

Stability verdict: version A, ahead by 41.0 kcal/mol

=====

Version A
ORCA calculation (the ωB97M-V functional and the def2-TZVPD basis) on a single C4H6OS molecule.

Positions of all 12 atoms, in Å:
C1 1.60296 0.88649 -0.00538
O1 0.16730 1.36449 -0.36093
C2 -0.42935 0.35487 0.12390
C3 -1.66995 -0.54848 0.05309
C4 -0.12712 -1.00163 -0.49139
S1 1.53852 -1.09278 -0.02425
H1 2.32580 1.44718 -0.73850
H2 1.65799 0.84328 1.22141
H3 -0.28562 0.04941 1.26539
H4 -2.42509 -0.57793 -0.67446
H5 -1.95527 -0.69452 1.20753
H6 -0.40016 -1.03039 -1.57642

Calculated values
Frontier orbital gap ... 9.53 eV
SMILES string ... C1O[C@H]2C[C@@H]2S1

=====

Version B
ORCA calculation (the ωB97M-V functional and the def2-TZVPD basis) on a single C4H6OS molecule.

Positions of all 12 atoms, in Å:
C1 2.72364 0.10011 0.30909
C2 1.56250 0.36762 -0.21040
S1 0.24037 -0.80884 -0.23407
C3 -1.15819 0.27965 0.02852
C4 -2.32752 -0.46608 0.27481
O1 -1.05431 1.47330 -0.05177
H1 2.94338 -0.90796 0.77164
H2 3.43382 0.79720 0.64246
H3 1.30162 1.34758 -0.62943
H4 -2.30914 -0.76471 1.31321
H5 -2.47003 -1.28071 -0.46112
H6 -3.11376 0.27585 0.11036

Calculated values
Frontier orbital gap ... 9.93 eV
SMILES string ... C=CSC(C)=O

=====

Version C
ORCA calculation (the ωB97M-V functional and the def2-TZVPD basis) on a single C4H6OS molecule.

Positions of all 12 atoms, in Å:
O1 1.70854 -0.38977 -0.60367
C1 0.64858 -0.13023 0.29655
C2 -0.08230 1.12226 -0.02244
C3 -1.40330 1.07209 -0.19876
S1 -2.03012 -0.55306 -0.28477
C4 -0.35660 -1.24574 0.06998
H1 2.50326 0.23038 -0.56802
H2 1.02972 -0.26300 1.36718
H3 0.49062 2.01766 -0.02775
H4 -2.16169 1.90159 -0.08754
H5 0.01529 -1.64706 -0.81627
H6 -0.36200 -2.11512 0.87550

Calculated values
Frontier orbital gap ... 8.86 eV
SMILES string ... O[C@H]1C=CSC1

=====

Version D
ORCA calculation (the ωB97M-V functional and the def2-TZVPD basis) on a molecular structure, C4H6OS.

Positions of all 12 atoms, in Å:
C1 0.80523 1.32756 -0.03836
C2 1.03477 -0.10250 -0.11267
C3 -0.04885 -1.02569 -0.19405
C4 -1.47603 -0.81554 0.38720
H1 1.70974 2.10574 -0.53774
H2 0.53618 1.81972 1.22283
H3 -0.33945 1.48945 -0.76048
H4 0.27191 -2.00664 -0.42507
H5 -2.01972 -1.72087 0.47341
H6 -1.92402 -0.06297 1.16518
O1 -1.08312 -0.21728 -1.01334
S1 2.53336 -0.79097 -0.16691

Calculated values
Frontier orbital gap ... 8.14 eV

=====

Stability verdict: version B, ahead by 8.4 kcal/mol